No. 1
This record from the Open Molecules 2025 dataset describes a 3-piece molecular cluster, C3H12NO2 overall at a distorted geometry. The level of theory is ωB97M-V/def2-TZVPD.

Atoms and positions in Å:
1 C -1.384 0.788 3.508
2 C -0.927 1.400 2.229
3 C -1.149 0.739 1.083
4 N -0.247 1.022 -0.068
5 H -1.971 -0.119 3.377
6 H -1.979 1.442 4.145
7 H -0.523 0.533 4.133
8 H -0.418 2.357 2.325
9 H -2.127 0.352 0.834
10 H -0.568 1.757 -0.706
11 H -0.234 0.186 -0.668
12 H 0.701 1.243 0.213
13 H 1.405 -1.019 -2.513
14 H 0.138 -0.465 -2.985
15 O 0.676 -0.463 -2.180
16 H 2.797 -3.042 -3.788
17 H 2.171 -3.399 -2.481
18 O 2.232 -2.660 -3.100

Summary:
Charge: +1
E_LUMO: -0.1167 hartree
Frontier orbital gap: 10.7 eV

No. 2
This record from the Open Molecules 2025 dataset describes a 2-piece molecular cluster, C3H12NO2 overall at a distorted geometry. The level of theory is ωB97M-V/def2-TZVPD.

Atoms and positions in Å:
1 C 0.275 1.437 0.162
2 C 1.427 0.319 0.250
3 C 2.361 0.311 -0.926
4 O 0.832 -0.987 0.468
5 N -1.033 0.789 0.161
6 H 0.335 2.039 -0.735
7 H 0.161 2.084 1.158
8 H 1.973 0.466 1.210
9 H 3.088 1.164 -0.928
10 H 2.989 -0.697 -0.866
11 H 1.742 0.537 -1.767
12 H 1.597 -1.497 -0.059
13 H -1.500 0.562 -0.748
14 H -0.980 -0.231 0.557
15 H -1.775 1.433 0.557
16 H -3.497 -3.271 0.526
17 H -4.437 -2.141 0.456
18 O -3.559 -2.316 0.524

Summary:
Charge: +1
E_LUMO: -0.1282 hartree
Frontier orbital gap: 11.3 eV

No. 3
This record from the Open Molecules 2025 dataset describes a 2-piece molecular cluster, C3H12NO2S2 overall at a distorted geometry. The level of theory is ωB97M-V/def2-TZVPD.

Atoms and positions in Å:
1 N -0.462 -1.234 -0.249
2 C -0.704 0.195 -0.736
3 C 0.007 0.252 -2.111
4 O -0.357 -0.894 -2.844
5 C -0.246 1.201 0.312
6 S -1.126 0.807 1.908
7 S -0.003 1.092 3.450
8 H -0.568 -1.930 -1.003
9 H -1.166 -1.575 0.364
10 H 0.462 -1.355 0.175
11 H -1.770 0.270 -0.932
12 H 1.087 0.316 -2.182
13 H -0.429 1.110 -2.632
14 H -1.233 -0.894 -3.223
15 H 0.815 1.130 0.529
16 H -0.553 2.213 0.065
17 H 0.156 2.386 3.892
18 H 1.711 -1.599 2.120
19 H 2.645 -0.600 1.636
20 O 1.733 -0.891 1.461

Summary:
Charge: +2
2S+1: 2
E_LUMO (spin up / spin down): -0.2952 / -0.4530 hartree
Frontier orbital gap (spin up / spin down): 10.4 / 6.2 eV
⟨S²⟩: 0.756

No. 4
This record from the Open Molecules 2025 dataset describes C3H12NO3 as an isolated structure at a distorted geometry. The level of theory is ωB97M-V/def2-TZVPD.

Atoms and positions in Å:
1 C -0.234 -0.971 1.486
2 N 0.731 -1.116 0.392
3 C 1.956 -0.223 0.296
4 C 1.301 1.087 -0.311
5 O 0.943 1.089 -1.734
6 H -0.857 -1.773 1.562
7 H -0.857 -0.111 1.329
8 H 0.359 -0.949 2.397
9 H 0.194 -1.117 -0.515
10 H 2.676 -0.749 -0.284
11 H 2.301 -0.025 1.374
12 H 1.810 2.020 -0.075
13 H 0.327 1.064 0.213
14 H -1.962 -0.900 -2.029
15 H 0.176 0.620 -1.891
16 O -1.413 -0.348 -1.513
17 H -2.579 1.511 -0.311
18 H -2.050 0.128 -0.583
19 O -2.821 0.763 0.196

Summary:
Charge: -1
E_LUMO: 0.1486 hartree
Frontier orbital gap: 8.2 eV

No. 5
This record from the Open Molecules 2025 dataset describes C3H12NO3 as an isolated structure at a distorted geometry. The level of theory is ωB97M-V/def2-TZVPD.

Atoms and positions in Å:
1 C 0.291 1.373 1.952
2 N 1.162 0.227 1.693
3 C 1.839 0.284 0.407
4 C 0.934 -0.229 -0.704
5 O 0.534 -1.524 -0.446
6 H -0.585 1.060 2.512
7 H -0.091 1.816 1.018
8 H 0.857 2.163 2.446
9 H 0.573 -0.603 1.609
10 H 2.679 -0.336 0.481
11 H 2.163 1.295 0.139
12 H 1.396 -0.064 -1.698
13 H 0.060 0.454 -0.702
14 H -2.090 -2.284 -0.762
15 H -0.574 -1.761 -1.028
16 O -1.572 -2.040 -1.540
17 H -2.795 0.563 -1.256
18 H -2.186 -0.660 -1.977
19 O -2.596 0.265 -2.144

Summary:
Charge: -1
E_LUMO: 0.1431 hartree
Frontier orbital gap: 8.1 eV

No. 6
This record from the Open Molecules 2025 dataset describes a 3-piece molecular cluster, C3H12NO3 overall at a distorted geometry. The level of theory is ωB97M-V/def2-TZVPD.

Atoms and positions in Å:
1 O -0.369 -0.300 -1.989
2 C -1.217 -0.245 -1.157
3 C -1.004 0.490 0.143
4 C -1.592 -0.050 1.473
5 N 0.500 0.626 0.288
6 H -2.257 -0.625 -1.211
7 H -1.518 1.441 -0.038
8 H -1.083 0.502 2.249
9 H -1.420 -1.125 1.483
10 H -2.665 0.058 1.502
11 H 0.765 0.922 1.221
12 H 0.918 1.224 -0.432
13 H 0.810 -0.374 0.180
14 H 1.246 -2.634 0.299
15 H 1.380 -2.045 1.724
16 O 0.936 -1.979 0.879
17 H 2.838 1.389 -1.757
18 H 1.777 1.604 -2.837
19 O 1.956 1.120 -2.021

Summary:
Charge: +1
E_LUMO: -0.1169 hartree
Frontier orbital gap: 11.0 eV

No. 7
This record from the Open Molecules 2025 dataset describes a 3-piece molecular cluster, C3H12NO3S overall at a distorted geometry. The level of theory is ωB97M-V/def2-TZVPD.

Atoms and positions in Å:
1 C -0.191 -0.296 -1.321
2 O 0.787 -1.257 -1.144
3 C 0.206 0.838 -0.344
4 C -0.524 2.137 -0.536
5 S -0.842 3.109 1.086
6 N 1.649 1.144 -0.427
7 H -0.343 -0.202 -2.406
8 H -1.220 -0.558 -0.954
9 H 0.054 0.414 0.680
10 H -1.579 1.998 -0.879
11 H 0.032 2.780 -1.229
12 H 0.538 3.251 1.324
13 H 1.949 1.517 -1.310
14 H 2.186 0.309 -0.232
15 H -0.151 -4.045 0.179
16 H -1.125 -5.012 1.064
17 O -0.608 -4.927 0.267
18 H 0.598 -1.845 0.054
19 H 0.661 -2.341 1.695
20 O 0.232 -2.573 0.868

Summary:
Charge: -1
E_LUMO: 0.1135 hartree
Frontier orbital gap: 7.3 eV

No. 8
This record from the Open Molecules 2025 dataset describes a 3-piece molecular cluster, C3H12NO3S overall at a distorted geometry. The level of theory is ωB97M-V/def2-TZVPD.

Atoms and positions in Å:
1 O -1.610 1.901 0.401
2 C -0.414 2.140 0.159
3 C 0.418 1.066 -0.745
4 C 1.178 0.266 0.256
5 S 2.932 0.933 0.507
6 N -0.602 0.191 -1.543
7 H 0.244 2.866 0.584
8 H 1.074 1.596 -1.510
9 H 1.029 -0.774 -0.120
10 H 0.504 0.270 1.188
11 H 2.678 1.879 1.355
12 H -0.935 0.831 -2.242
13 H -1.407 -0.115 -1.029
14 H -0.106 -0.684 -1.993
15 H -0.879 -3.030 -0.949
16 H -1.024 -1.880 0.034
17 O -0.691 -2.087 -0.820
18 H -0.091 -2.165 2.246
19 H -1.474 -1.339 2.398
20 O -0.825 -1.864 1.823

Summary:
Charge: +1
E_LUMO: -0.1284 hartree
Frontier orbital gap: 9.7 eV

No. 9
This record from the Open Molecules 2025 dataset describes a 3-piece molecular cluster, C3H12NO4 overall at a distorted geometry. The level of theory is ωB97M-V/def2-TZVPD.

Atoms and positions in Å:
1 O 0.952 2.028 1.706
2 C 0.435 1.916 0.625
3 C 0.048 0.523 0.127
4 C -1.408 0.513 -0.267
5 O -1.573 1.376 -1.362
6 N 0.380 -0.472 1.217
7 H 0.308 2.751 -0.090
8 H 0.759 0.576 -0.739
9 H -2.062 1.035 0.441
10 H -1.899 -0.461 -0.310
11 H -1.469 0.997 -2.234
12 H 0.952 0.046 1.897
13 H -0.478 -0.884 1.572
14 H 1.001 -1.240 0.893
15 H 2.448 -3.139 1.059
16 H 1.206 -3.714 0.287
17 O 1.504 -3.049 0.909
18 H -1.027 -1.301 -3.178
19 H 0.242 -1.893 -2.327
20 O -0.489 -1.274 -2.385

Summary:
Charge: +1
E_LUMO: -0.1222 hartree
Frontier orbital gap: 10.9 eV

No. 10
This record from the Open Molecules 2025 dataset describes a 3-piece molecular cluster, C3H12NO4 overall at a distorted geometry. The level of theory is ωB97M-V/def2-TZVPD.

Atoms and positions in Å:
1 C -0.473 -1.122 -1.308
2 C -0.699 0.404 -1.562
3 C -1.455 0.905 -0.365
4 O -1.788 2.159 -0.309
5 O -1.652 0.168 0.598
6 N 0.524 -1.316 -0.111
7 H -1.354 -1.591 -0.855
8 H 0.178 -1.400 -2.195
9 H -1.233 0.657 -2.440
10 H 0.329 0.793 -1.764
11 H -2.196 2.320 0.525
12 H 1.211 -0.541 -0.083
13 H 0.915 -2.130 -0.016
14 H 0.003 -1.061 0.795
15 H 0.753 -0.908 3.292
16 H -0.737 -1.343 2.947
17 O 0.175 -1.139 2.563
18 H 2.226 2.367 -0.346
19 H 2.841 1.274 0.728
20 O 2.429 1.503 -0.092

Summary:
Charge: +1
E_LUMO: -0.1084 hartree
Frontier orbital gap: 11.8 eV

No. 11
This record from the Open Molecules 2025 dataset describes a 3-piece molecular cluster, C3H12NO4 overall at a distorted geometry. The level of theory is ωB97M-V/def2-TZVPD.

Atoms and positions in Å:
1 O -0.303 2.617 1.084
2 C 0.049 1.388 0.665
3 C -0.569 1.259 -0.716
4 N -0.725 -0.143 -1.270
5 C -2.105 -0.334 -1.783
6 O 0.652 0.607 1.335
7 H 0.241 2.896 1.835
8 H -0.010 1.842 -1.442
9 H -1.550 1.705 -0.657
10 H -0.025 -0.377 -1.970
11 H -0.520 -0.827 -0.497
12 H -2.144 -1.297 -2.290
13 H -2.393 0.440 -2.491
14 H -2.823 -0.334 -0.972
15 H 3.589 -1.428 2.965
16 H 2.122 -1.130 3.105
17 O 2.799 -1.295 2.442
18 H 1.627 -1.274 0.585
19 H 1.146 -2.628 0.036
20 O 0.943 -1.685 0.037

Summary:
Charge: +1
E_LUMO: -0.1120 hartree
Frontier orbital gap: 11.6 eV

No. 12
This record from the Open Molecules 2025 dataset describes C3H12NO4P2S2 as an isolated structure at a distorted geometry. The level of theory is ωB97M-V/def2-TZVPD.

Atoms and positions in Å:
1 C 3.659 0.768 0.087
2 C -1.625 -0.866 1.914
3 C 1.421 1.305 -0.751
4 N 2.695 0.972 -0.963
5 O 1.422 -0.695 1.373
6 O -3.298 -1.560 -0.250
7 O -1.397 -0.210 0.632
8 O -1.989 0.070 -1.823
9 P 0.722 -0.410 0.103
10 P -2.612 -0.134 -0.542
11 S 0.684 -1.973 -1.313
12 S -3.811 1.364 0.259
13 H 3.503 -0.050 0.782
14 H 4.692 0.479 -0.371
15 H 3.596 1.484 0.864
16 H -0.765 -1.355 2.069
17 H -2.416 -1.492 1.954
18 H -1.820 0.008 2.590
19 H 0.875 1.336 -1.581
20 H 1.365 2.022 0.065
21 H -0.483 -1.422 -1.833
22 H 2.896 0.212 -1.582
23 H -3.542 -2.152 -0.969
24 H -3.770 2.298 -0.715

Summary:
Charge: +1
E_LUMO: -0.1644 hartree
Frontier orbital gap: 8.4 eV

No. 13
This record from the Open Molecules 2025 dataset describes a 2-piece molecular cluster, C3H12NOSi overall at a distorted geometry. The level of theory is ωB97M-V/def2-TZVPD.

Atoms and positions in Å:
1 C 1.929 -0.772 0.567
2 C -1.093 -1.542 1.569
3 C -0.727 1.604 -0.188
4 N -0.357 1.993 -1.634
5 O -0.133 -1.098 -1.254
6 Si 0.072 -0.740 0.338
7 H 2.482 -0.506 -0.247
8 H 2.434 -0.187 1.421
9 H 2.285 -1.702 0.793
10 H -2.194 -1.441 1.465
11 H -1.046 -2.544 1.584
12 H -1.080 -1.198 2.512
13 H -0.115 2.344 0.480
14 H -1.700 1.651 0.153
15 H -0.420 1.085 -2.097
16 H 0.586 2.324 -1.695
17 H -1.122 2.579 -2.079
18 H 0.199 -1.851 -1.685

Summary:
Charge: +1
E_LUMO: -0.1191 hartree
Frontier orbital gap: 10.3 eV

No. 14
This record from the Open Molecules 2025 dataset describes a 2-piece molecular cluster, C3H12NS overall at a distorted geometry. The level of theory is ωB97M-V/def2-TZVPD.

Atoms and positions in Å:
1 C -3.009 -1.261 -0.590
2 H -2.865 -2.171 -1.171
3 H -2.181 -0.580 -0.607
4 H -3.230 -1.513 0.432
5 H -3.868 -0.703 -1.051
6 C 0.664 -0.379 -0.744
7 C 0.711 0.175 0.687
8 S 1.198 1.939 0.830
9 N 0.027 -1.780 -0.668
10 H 1.679 -0.489 -1.160
11 H -0.002 0.179 -1.462
12 H 1.461 -0.386 1.219
13 H -0.286 -0.040 1.172
14 H 0.238 2.215 -0.082
15 H 0.023 -2.232 -1.582
16 H -0.969 -1.643 -0.434
17 H 0.440 -2.415 0.003

Summary:
Charge: +1
E_LUMO: -0.1320 hartree
Frontier orbital gap: 9.5 eV

No. 15
This record from the Open Molecules 2025 dataset describes a 2-piece molecular cluster, C3H12NS2 overall. The level of theory is ωB97M-V/def2-TZVPD.

Atoms and positions in Å:
1 C -0.961 0.907 2.026
2 C -1.855 -0.062 1.283
3 N -1.662 0.072 -0.206
4 C -2.763 -0.525 -1.020
5 H -1.130 1.930 1.695
6 H -1.213 0.869 3.077
7 H 0.095 0.676 1.911
8 H -1.621 -1.097 1.536
9 H -2.903 0.138 1.492
10 H -0.785 -0.430 -0.450
11 H -1.502 1.061 -0.408
12 H -2.948 -1.529 -0.642
13 H -2.469 -0.515 -2.062
14 H -3.670 0.057 -0.888
15 S 2.497 0.771 -0.558
16 S 1.496 -1.039 -0.626
17 H 1.432 1.580 -0.660
18 H 1.351 -1.240 0.697

Summary:
Charge: +1
E_LUMO: -0.1201 hartree
Frontier orbital gap: 10.1 eV

No. 16
This record from the Open Molecules 2025 dataset describes a 2-piece molecular cluster, C3H12NSi overall at a distorted geometry. The level of theory is ωB97M-V/def2-TZVPD.

Atoms and positions in Å:
1 C 0.677 -1.389 -0.784
2 C -1.806 -1.148 -0.989
3 C -0.377 0.469 0.554
4 N -0.564 -0.825 -0.098
5 Si 1.953 2.651 1.403
6 H 0.461 -2.456 -1.239
7 H 0.793 -0.694 -1.681
8 H 1.558 -1.379 0.008
9 H -2.689 -0.823 -0.557
10 H -1.854 -0.656 -1.981
11 H -1.708 -2.179 -1.243
12 H -0.897 0.444 1.506
13 H -0.859 1.190 -0.146
14 H -0.820 -1.573 0.696
15 H 0.511 2.892 1.053
16 H 3.176 2.668 0.638
17 H 2.444 2.807 2.860

Summary:
Charge: +1
E_LUMO (spin up / spin down): -0.1811 / -0.1994 hartree
Frontier orbital gap (spin up / spin down): 7.9 / 6.1 eV

No. 17
This record from the Open Molecules 2025 dataset describes a 3-piece molecular cluster, C3H12O2S overall. The level of theory is ωB97M-V/def2-TZVPD.

Atoms and positions in Å:
1 C -1.113 0.727 1.983
2 C -1.519 1.199 0.576
3 S -1.925 -0.251 -0.487
4 C -0.223 -0.834 -0.865
5 H -0.219 0.108 1.899
6 H -0.865 1.538 2.671
7 H -1.953 0.155 2.370
8 H -2.397 1.829 0.714
9 H -0.715 1.699 0.044
10 H 0.539 -0.710 -0.096
11 H 0.112 -0.365 -1.783
12 H -0.376 -1.912 -0.938
13 H 2.625 -1.738 2.396
14 H 3.041 -0.284 2.175
15 O 2.899 -1.107 1.708
16 H 1.901 1.205 -2.704
17 H 3.054 0.335 -3.167
18 O 2.495 0.504 -2.393

Summary:
Charge: -1
2S+1: 2
E_LUMO (spin up / spin down): 0.1176 / 0.1158 hartree
Frontier orbital gap (spin up / spin down): 2.1 / 8.5 eV
⟨S²⟩: 0.750

No. 18
This record from the Open Molecules 2025 dataset describes a 3-piece molecular cluster, C3H12O2S overall at a distorted geometry. The level of theory is ωB97M-V/def2-TZVPD.

Atoms and positions in Å:
1 C -1.052 0.135 -2.771
2 C -0.830 -0.047 -1.280
3 C 0.423 0.566 -0.638
4 S 1.383 -0.415 0.543
5 H -1.977 -0.341 -3.072
6 H -0.222 -0.299 -3.324
7 H -1.152 1.183 -2.946
8 H -1.709 0.325 -0.557
9 H -0.715 -1.171 -1.060
10 H 0.115 1.549 -0.175
11 H 1.156 0.805 -1.431
12 H 0.752 -1.020 1.712
13 O 2.067 -2.771 2.852
14 H 2.470 -2.568 1.937
15 H 1.190 -2.464 2.606
16 O -0.688 1.890 2.251
17 H -0.563 1.793 3.162
18 H -0.649 2.850 2.193

Summary:
Charge: 0
E_LUMO: 0.0198 hartree
Frontier orbital gap: 9.6 eV
Structure (SMILES): CCCS.O.O

No. 19
This record from the Open Molecules 2025 dataset describes a 3-piece molecular cluster, C3H12O3 overall at a distorted geometry. The level of theory is ωB97M-V/def2-TZVPD.

Atoms and positions in Å:
1 C 1.073 -0.391 -0.873
2 C 0.285 -0.530 0.304
3 C 0.242 -2.043 0.792
4 O -1.005 0.003 0.078
5 H 0.924 0.431 -1.404
6 H 0.839 -1.256 -1.620
7 H 2.116 -0.380 -0.578
8 H 0.726 0.049 1.222
9 H 1.163 -2.270 1.565
10 H 0.040 -2.763 -0.079
11 H -0.486 -2.270 1.606
12 H -1.764 -0.653 -0.015
13 O -0.551 2.422 2.110
14 H -0.395 1.953 1.222
15 H -0.865 3.284 2.022
16 O -0.934 1.440 -2.420
17 H -0.149 1.850 -2.397
18 H -1.258 1.124 -1.536

Summary:
Charge: 0
E_LUMO: 0.0232 hartree
Frontier orbital gap: 11.5 eV
Structure (SMILES): CC(C)O.O.O

No. 20
This record from the Open Molecules 2025 dataset describes a 3-piece molecular cluster, C3H12O3 overall at a distorted geometry. The level of theory is ωB97M-V/def2-TZVPD.

Atoms and positions in Å:
1 C -1.330 -0.651 1.847
2 C 0.171 -0.915 1.764
3 C 0.502 -1.986 0.766
4 O 0.877 0.239 1.337
5 H -1.524 0.420 1.879
6 H -1.965 -1.071 1.078
7 H -1.789 -0.949 2.793
8 H 0.533 -1.214 2.752
9 H 0.322 -2.996 1.111
10 H -0.050 -1.803 -0.142
11 H 1.554 -1.923 0.512
12 H 1.027 0.866 2.052
13 O -4.017 1.803 -3.554
14 H -4.236 0.875 -3.682
15 H -4.476 2.036 -2.736
16 O 5.189 2.396 -2.621
17 H 4.551 2.517 -3.338
18 H 4.660 2.357 -1.819

Summary:
Charge: 0
E_LUMO: 0.0256 hartree
Frontier orbital gap: 11.1 eV
Structure (SMILES): CC(C)O.O.O

Going through the records in order, we get E_tot values of -326.4595 -326.4349 -1122.3992 -401.9494 -401.9911 -401.7317 -800.1710 -799.8616 -476.9464 -476.9731 -476.9989 -1956.0954 -540.7180 -574.1657 -972.3787 -465.2799 -670.1032 -670.1039 -347.1456 -347.1934 hartree.